Record 1
The following is a quantum chemistry calculation of the ion C3H10N5 with charge +1, from the Open Molecules 2025 dataset.

XYZ file:
```
18
Properties=species:S:1:pos:R:3:mulliken_charge:R:1
H 0.701 -0.193 1.460 0.3771
H 0.500 2.774 0.647 0.2474
H -1.208 -1.606 0.756 0.2670
N -1.119 1.198 -0.486 -0.6691
H -3.302 -1.033 0.291 0.2476
H 1.459 -1.194 -1.228 0.3237
N 1.544 -1.257 -0.264 -0.2887
C 0.572 -0.370 0.392 -0.2449
C 0.375 1.065 -0.409 0.0383
H -3.721 0.326 -0.471 0.3072
H 0.757 0.835 -1.453 0.3642
N -3.005 -0.048 0.167 -0.4415
H 1.798 2.653 -0.249 0.2348
H 1.456 -2.279 0.146 0.3886
C -1.704 0.155 -0.037 0.3888
H 2.452 -0.873 -0.046 0.3624
N -0.800 -0.885 0.122 -0.3748
N 1.083 2.118 0.226 -0.5280
```

Summary:
Energy relative to the best compared isomer or geometry (same formula, charge and spin) ... 22.7 kcal/mol
Gap between HOMO and LUMO ... 0.3267 Ha
LUMO level ... -3.73 eV
Structure (SMILES) ... NC1=N[C@@H](N)[C@H]([NH3+])N1
Total charge ... +1
Maximum force ... 0.09120 Eh/bohr
2S+1 ... 1

=====

Record 2
The following is a quantum chemistry calculation of the ion C3H10N5 with charge +1, from the Open Molecules 2025 dataset.

XYZ file:
```
18
Properties=species:S:1:pos:R:3:mulliken_charge:R:1
H 2.049 1.562 -0.809 0.1686
N 0.689 -0.368 -0.792 -0.2330
N -2.882 -0.386 -1.196 -0.3887
H 1.507 -1.153 -0.788 0.4005
N 1.694 1.537 0.109 -0.3919
N -1.275 1.050 -0.404 -0.7114
N -0.596 -1.049 -0.716 -0.3372
H -0.118 0.746 2.279 0.3430
C 0.526 0.068 1.692 -1.3590
H -3.344 -1.267 -1.469 0.2210
H 0.083 -0.928 1.713 0.3511
C 0.795 0.519 0.406 0.7522
H 1.634 2.417 0.557 0.2311
H -3.480 0.376 -0.939 0.2726
C -1.661 -0.040 -0.822 0.5100
H -0.534 -1.923 -1.224 0.2575
H 1.419 0.007 2.233 0.4848
H 0.668 0.249 -1.690 0.4286
```

Summary:
Energy relative to the best compared isomer or geometry (same formula, charge and spin) ... 104.8 kcal/mol
Gap between HOMO and LUMO (spin up / spin down) ... 0.3022 / 0.3023 Ha
LUMO level (spin up / spin down) ... -4.04 / -4.04 eV
Total charge ... +1
Maximum force ... 0.13255 Eh/bohr
2S+1 ... 1

=====

Record 3
The following is a quantum chemistry calculation of a structure of composition C3H10N5, from the Open Molecules 2025 dataset.

XYZ file:
```
18
Properties=species:S:1:pos:R:3:mulliken_charge:R:1
H 1.947 1.717 1.563 0.2631
H -2.035 -1.952 -0.794 0.2761
C -1.350 -2.158 -1.573 -1.0394
N 0.530 0.148 1.235 0.3107
N -0.616 2.182 0.078 -0.5403
H -0.377 2.094 -0.970 0.2985
H -1.130 -3.166 -1.446 0.3997
H -1.671 -1.934 -2.626 0.2782
H 1.356 0.833 2.934 0.3265
H -0.435 -0.243 -1.973 0.3877
C 1.609 0.631 1.915 -0.5003
N -0.529 0.416 0.789 -0.2962
H 2.429 -0.020 1.827 0.2946
H -1.523 2.260 0.385 0.2849
N 1.525 -1.207 0.097 -0.6621
N 0.691 -1.309 -0.691 0.5436
C -0.364 -1.096 -1.329 0.0954
H -0.058 2.804 0.579 0.2792
```

Summary:
Energy relative to the best compared isomer or geometry (same formula, charge and spin) ... 139.3 kcal/mol
Gap between HOMO and LUMO ... 0.3153 Ha
LUMO level ... -4.17 eV
Total charge ... +1
Maximum force ... 0.10803 Eh/bohr
2S+1 ... 1